(A)
This record from the Open Molecules 2025 dataset describes a structure of composition C3H8NO2S. The level of theory is wB97M-V/def2-TZVPD.

Cartesian coordinates (Å):
H 1.3671 -1.9717 0.2358
H -0.1476 -2.4859 -0.7550
H 1.3598 -2.4973 -1.5578
H -1.0334 -0.0202 1.6058
H -2.1746 0.5717 -0.2942
C 0.8458 -1.9871 -0.7533
O 2.3764 -0.4261 1.3981
C -0.5739 0.7221 0.9337
N 0.8096 -0.6788 -1.3488
H 0.1293 1.2049 1.6527
H -1.2264 2.0691 -0.7059
H -2.2320 2.0671 0.7016
O 1.1767 1.6297 -0.9294
S 0.9565 0.3860 -0.2492
C -1.6332 1.4163 0.0659

Values from the calculation:
Total charge: -1
HOMO-LUMO gap (alpha / beta): 7.941 / 7.631 eV

(B)
This record from the Open Molecules 2025 dataset describes a cluster of 2 separate species, C3H8NO2S in total. The level of theory is wB97M-V/def2-TZVPD.

Cartesian coordinates (Å):
H -1.9334 -0.4715 0.7019
S -1.0447 1.8340 -0.5680
C 0.9669 -0.1839 -0.1374
H 0.1020 -0.1324 1.7027
H 1.3466 1.6744 -1.1425
H 0.2145 -1.4307 -1.8447
C 0.4837 0.9916 -1.1160
O -2.4713 -0.3831 1.5046
N 0.9464 0.1532 1.2519
H 1.1405 1.1269 1.4160
C 0.2107 -1.3604 -0.7058
H 0.2065 0.5617 -2.0931
O -0.2349 -2.3794 -0.2372
H 2.0021 -0.4443 -0.4525
H -1.9357 0.4439 1.7202

Values from the calculation:
Total charge: -1
HOMO-LUMO gap: 6.961 eV

(C)
This record from the Open Molecules 2025 dataset describes a cluster of 2 separate species, C3H8NO2S in total. The level of theory is wB97M-V/def2-TZVPD.

Cartesian coordinates (Å):
H 0.3373 1.6689 1.6780
C -0.8597 0.8706 0.0091
N -0.3971 1.6121 -1.1946
H 0.5982 1.3697 -1.2325
O 2.2223 -2.0027 -0.1845
C 0.1629 0.7450 1.1234
S -0.5141 -0.6223 2.1165
H 2.0620 -1.9115 0.7578
C -1.1569 -0.6129 -0.3212
H 1.1076 0.4829 0.6281
H 1.3830 -1.9069 -0.5976
H -0.6922 1.0581 -1.9960
H -1.7196 1.3966 0.4279
H -2.2018 -0.9342 -0.2048
O -0.3317 -1.2133 -1.0096

Values from the calculation:
Total charge: -1
HOMO-LUMO gap: 7.289 eV

(C) is preferred energetically. Next in line: 53.6 kJ/mol higher.

(A)
This record from the Open Molecules 2025 dataset describes a cluster of 2 separate species, C5H11NS2 in total. The level of theory is wB97M-V/def2-TZVPD.

Cartesian coordinates (Å):
H 3.7040 -1.0874 -1.0237
H 4.1891 0.6580 0.0233
C -1.7146 -1.3246 -0.4895
H -1.0822 -2.0922 -0.0218
H -0.1615 -0.7303 1.7128
H -2.3879 -0.2703 1.3999
H -1.8189 2.3992 0.0811
H -2.5792 -1.9023 -0.9013
H -0.6092 0.8563 1.9489
C 3.4339 0.0182 -0.5123
N -2.4119 1.0951 -0.3808
S 2.0085 -0.7225 0.4297
S 0.9614 2.0372 0.0469
H 3.0009 0.3988 -1.5026
H -1.1784 -0.8998 -1.4418
C -1.8279 -0.0722 0.3901
C 0.7827 0.5746 0.5527
C -0.4690 0.1854 1.1799
H -1.8397 0.8785 -1.4914

Values from the calculation:
Total charge: 0
HOMO-LUMO gap: 8.416 eV

(B)
This record from the Open Molecules 2025 dataset describes the molecule C5H11NS2. The level of theory is wB97M-V/def2-TZVPD.

Cartesian coordinates (Å):
S -0.5211 0.1946 1.2885
C -1.1779 -0.0526 -0.3941
C 1.1005 -0.2446 0.5644
C -0.7342 -1.4128 -0.9608
H -0.1810 2.4402 0.9006
C -0.2605 1.8481 1.7872
H 1.6483 -0.5192 -3.1904
H 1.6105 -0.5035 1.4427
H 1.5344 0.5754 0.1804
N -0.9716 -0.8617 2.2755
H -0.9805 -1.4281 -2.0327
S 1.0656 -1.4608 -0.7776
C 1.6803 0.0172 -2.2381
H -0.8452 0.7057 -1.0503
H -2.2612 0.0914 -0.3597
H 2.7275 -0.0532 -1.8746
H -1.1666 1.9518 2.2960
H -1.8718 -0.5480 2.4920
H -1.3384 -2.1815 -0.3587

Values from the calculation:
Total charge: 0
HOMO-LUMO gap: 8.540 eV

(A) is preferred energetically. Next in line: 315.8 kJ/mol higher.

(A)
This record from the Open Molecules 2025 dataset describes the ion C6H9N6O with charge +1. The level of theory is wB97M-V/def2-TZVPD.

Cartesian coordinates (Å):
H 0.2522 -0.9318 1.8482
H -4.0359 0.3019 1.5842
H -3.6507 1.2086 -0.8142
N -3.0130 0.7140 -0.2121
H -4.0289 -1.0365 0.4001
N 1.0698 0.6977 -1.9168
C -1.6715 0.7600 -0.2998
C -3.4330 -0.2032 0.8126
C 3.5370 -0.4138 0.2628
N -2.1726 -0.6566 1.3399
O 1.6804 0.9609 -3.0556
H -2.0948 -1.4132 1.9977
N 2.3917 -0.6259 1.0784
H -1.1388 1.3580 -1.0151
C 1.3652 -0.2389 0.3983
N 3.1332 0.1115 -0.9804
H 4.0908 -1.3514 0.1277
C -1.1301 -0.1041 0.6452
H 4.2452 0.2641 0.7539
C 1.8218 0.2412 -0.9310
H 2.6467 0.7811 -2.9989
N 0.1352 -0.4237 0.9749

Values from the calculation:
Total charge: +1
HOMO-LUMO gap (alpha / beta): 7.423 / 7.192 eV

(B)
This record from the Open Molecules 2025 dataset describes the ion C6H9N6O with charge +1. The level of theory is wB97M-V/def2-TZVPD.

Cartesian coordinates (Å):
H -1.4090 0.7367 3.7974
H -2.0251 -0.2210 2.3597
C 1.2473 -0.0046 -0.7973
N -3.2457 0.5748 -1.1984
N 2.2371 -0.7985 1.0648
H 4.0427 -1.2748 0.0888
H -3.7702 1.5131 -1.1375
C 3.0564 -0.8349 0.0522
O 0.0415 -0.2904 2.5638
C 0.4587 0.3604 -1.8719
C 1.0206 -0.2245 0.5507
H 0.2925 1.4259 -3.6507
N -0.0739 -0.0495 1.2058
N -0.8381 0.6902 -1.5317
H -1.4410 -1.1265 3.7234
H 2.5030 -1.0368 2.0211
N 0.7797 0.5995 -3.1772
N 2.5338 -0.3890 -1.0703
H -3.7981 -0.2369 -1.2772
H 1.6697 0.3737 -3.4613
C -2.0006 0.3954 -1.4452
C -1.2814 -0.1824 3.1909

Values from the calculation:
Total charge: +1
SMILES: CO/N=C1\NC=N\C1=C(/N)[N+]#CN
HOMO-LUMO gap (alpha / beta): 6.218 / 6.566 eV

(A) is preferred energetically. Next in line: 71.1 kJ/mol higher.

(A)
This record from the Open Molecules 2025 dataset describes a cluster of 2 separate species, H3OPS in total. The level of theory is wB97M-V/def2-TZVPD.

Cartesian coordinates (Å):
O 1.3379 -0.7841 0.3118
S 2.7103 -0.5320 -0.3176
H -2.9453 -1.3868 -0.9565
P -2.0425 -0.9155 -0.0641
H 2.2378 0.5723 -0.9635
H -1.0975 -1.1333 -1.0852

Values from the calculation:
Total charge: 0
HOMO-LUMO gap (alpha / beta): 8.702 / 7.325 eV

(B)
This record from the Open Molecules 2025 dataset describes a cluster of 2 separate species, H3OPS in total. The level of theory is wB97M-V/def2-TZVPD.

Cartesian coordinates (Å):
S -0.8937 -0.6274 0.7039
H -2.0090 -1.2456 1.0024
P 1.4964 0.8593 -1.8954
H 2.7912 0.6450 -2.5838
O 1.2269 2.1122 -2.6155
H -1.3604 -0.1303 -0.4090

Values from the calculation:
Total charge: 0
SMILES: O=P.S
HOMO-LUMO gap: 8.676 eV

(B) is preferred energetically. Next in line: 230.9 kJ/mol higher.

(A)
This record from the Open Molecules 2025 dataset describes a cluster of 5 separate species, C6H25N2O4 in total. The level of theory is wB97M-V/def2-TZVPD.

Cartesian coordinates (Å):
H -1.4199 -2.3700 -2.5393
N 0.6032 0.3896 -0.2862
H -1.2023 0.0678 -2.0857
C -0.0833 -0.8762 -0.5453
O -1.3106 2.4321 -1.3363
H 1.3733 0.7472 -2.1959
H -1.6270 1.9470 2.6689
O -2.6131 -1.2217 2.0466
H 3.5588 0.2330 0.8610
H -3.1515 -1.5590 2.7676
H 1.9046 0.6959 3.2160
C 3.3533 -0.6772 0.2916
H 0.5200 -1.5512 -1.1580
H -3.0137 -1.6954 -2.2612
H 2.5942 -1.2783 -1.6352
H 2.6326 -1.3001 0.8181
H 1.8353 2.1606 2.7348
H 4.2884 -1.2368 0.2589
H -0.3134 1.1471 2.3872
N -2.3356 0.0688 -0.3297
H -0.4607 2.0926 -1.0045
H -2.8176 -0.6345 0.2517
H 2.1368 1.6345 -0.8941
O -1.2823 1.1557 2.2442
C 1.7447 0.6621 -1.1731
H 0.9201 0.4537 0.6731
H -1.8029 0.6395 0.3393
H -2.2029 -2.6295 -1.0060
O 1.4664 1.2804 2.5888
C 2.8850 -0.3570 -1.1247
C -1.3971 -0.6261 -1.2768
H -0.2867 -1.4204 0.3806
H 3.7161 0.0380 -1.7088
H -1.1379 3.3002 -1.7166
H -2.9619 0.6753 -0.8525
H -2.0662 -0.4974 2.3956
C -2.0462 -1.8902 -1.7940

Values from the calculation:
Total charge: +1
HOMO-LUMO gap: 9.953 eV

(B)
This record from the Open Molecules 2025 dataset describes a cluster of 5 separate species, C6H25N2O4 in total. The level of theory is wB97M-V/def2-TZVPD.

Cartesian coordinates (Å):
O -3.2278 1.2579 -2.0261
H -1.7331 2.4255 -1.6839
H -0.1354 -2.3376 -3.6245
H 1.5571 -2.7730 0.9055
H -2.0027 1.6756 3.4486
H 4.0964 -0.0777 -0.0959
H 3.2880 -2.6490 0.6510
H -0.0239 -1.1641 0.8638
H -1.0339 0.0000 -0.6352
C 3.1309 0.2461 0.3135
N -0.8345 1.0002 1.8505
N -0.0246 0.0278 -0.8065
H -3.9923 1.3162 -1.4412
H 0.1529 -0.6465 -1.5546
C 0.5444 0.7849 1.4631
H 1.0740 1.6579 1.0635
H 2.4102 -1.8595 2.0402
C -0.9632 1.6413 3.1680
H -0.6278 2.6713 3.1478
H 1.1659 0.4287 2.2833
H -3.1680 0.3209 -2.2514
H 2.1631 -1.0287 -0.9416
C 2.0863 -0.8700 0.1429
C 2.4065 -2.1077 0.9713
O -0.8425 2.5218 -1.2955
H -0.5442 3.3862 -1.6202
H -1.3093 1.5041 1.1156
H -0.3244 1.0664 3.8319
H -3.2138 -2.2380 -2.2070
H -1.1325 -2.0951 -2.4675
H 2.8799 1.1804 -0.1904
H 0.2840 0.9599 -1.1064
O -2.7313 -2.0110 -1.4050
H 3.4334 0.4273 1.3519
O -0.4901 -1.6398 -3.0599
C 0.6438 -0.3948 0.4856
H -2.9619 -2.6080 -0.6852

Values from the calculation:
Total charge: +1
HOMO-LUMO gap: 9.202 eV

(A) is preferred energetically. Next in line: 91.2 kJ/mol higher.